{"formula": "C4H5O2Tl", "method": "ωB97M-V/def2-TZVPD", "fmax_ha_per_bohr": 0.032, "spin_multiplicity": 2, "de_lowest_kcal_mol": 0.0, "charge": 1, "orbital_gap_ha": [0.305, 0.300], "symbols": ["C", "C", "C", "C", "O", "Tl", "H", "H", "H", "H", "O", "H"], "xyz": [[1.817, -0.215, -0.422], [0.565, -0.908, 0.057], [-0.636, -0.437, -0.073], [-1.905, 0.134, -0.171], [-2.429, 0.750, 0.779], [-4.735, 1.175, 1.993], [1.809, -0.136, -1.520], [2.675, -0.842, -0.128], [0.632, -1.990, 0.278], [-2.435, 0.036, -1.133], [1.871, 1.049, 0.193], [2.771, 1.384, 0.148]]}